Record 1
Molecular formula: C3H6F3O3SSi
Method: DFT, ωB97M-V/def2-TZVPD

The calculated total energy comes out at -1330.84290 Ha. The value obtained for the HOMO-LUMO gap (alpha / beta) is 7.74 / 5.70 eV. Its LUMO energy (alpha / beta) is 0.1202 / 0.1128 Ha. The total charge is -1.

XYZ file:
```
17
C3H6F3O3SSi (ωB97M-V/def2-TZVPD)
C -0.44857 1.62090 0.76481
C -2.17210 -1.99362 1.21264
C -0.57625 0.16608 -1.81245
O 4.06679 0.86328 -1.04232
O 1.79465 -0.55510 -0.03554
O 4.43320 -0.33780 1.11666
F -0.52177 2.84154 0.07603
F -3.03776 -1.03058 1.64587
F -0.00141 0.88596 -2.85636
Si 0.43983 0.13769 -0.18128
S 3.93562 -0.36755 -0.26443
H -1.54555 1.30872 0.87542
H 0.00483 1.82262 1.78750
H -1.59433 -2.65086 1.93047
H -2.67816 -2.59655 0.47238
H -1.50155 0.82487 -1.58638
H -0.59748 -0.93959 -2.10303
```

Record 2
Molecular formula: C3H6FN
Method: DFT, ωB97M-V/def2-TZVPD

The calculated total energy comes out at -272.35108 Ha. The value obtained for the HOMO-LUMO gap is 10.95 eV. As for the SMILES: C#CC.NF. Its LUMO energy is 0.0331 Ha.

XYZ file:
```
11
C3H6FN (ωB97M-V/def2-TZVPD)
C -0.72316 0.44457 -1.20284
C 0.30635 -0.18835 -1.06896
C 1.51162 -1.01058 -0.79386
H -1.38715 1.21913 -1.21518
H 2.12230 -0.29378 -0.17645
H 2.03205 -1.43768 -1.62514
H 1.31049 -1.86069 -0.02428
N -1.47866 1.09279 1.47646
F -0.24428 0.98475 2.22675
H -1.38087 0.76706 0.52236
H -2.06869 0.28279 1.88115
```

Record 3
Molecular formula: C3H6FN3O5
Method: DFT, ωB97M-V/def2-TZVPD

The multiplicity is 3. The calculated total energy comes out at -757.88265 Ha. The value obtained for the HOMO-LUMO gap (alpha / beta) is 7.86 / 6.82 eV. Its LUMO energy (alpha / beta) is 0.0144 / -0.1205 Ha. Its expectation value of S² is 2.010.

XYZ file:
```
18
C3H6FN3O5 (ωB97M-V/def2-TZVPD)
C 2.03485 -1.78078 1.40606
C -1.05721 2.31066 -0.43549
C 0.72348 -1.64256 0.66009
N -2.22675 1.64049 -0.61548
N 0.63998 -1.77387 -0.66627
N -0.37149 -1.18278 1.33000
O 1.82479 -2.12502 -1.19596
O -0.32447 -1.64417 -1.34861
O -0.18104 -0.98442 2.51442
O -1.36653 -0.96636 0.68441
O 0.07593 1.84126 -0.38326
F 2.40796 -3.08479 1.55461
H 2.98850 -1.35952 0.85797
H 1.81637 -1.57366 2.49402
H -1.38982 3.38397 -0.34139
H -2.05628 0.69149 -0.83994
H -2.95824 2.16644 -1.12711
H 2.03455 -2.32330 -2.09932
```

Record 4
Molecular formula: C3H6FNO
Method: DFT, ωB97M-V/def2-TZVPD

The calculated total energy comes out at -347.71193 Ha. The value obtained for the HOMO-LUMO gap is 10.29 eV. As for the SMILES: C[C@@](N)(F)C=O. Its LUMO energy is 0.0321 Ha.

XYZ file:
```
12
C3H6FNO (ωB97M-V/def2-TZVPD)
C -0.59584 -0.08667 -1.24325
C 0.53309 -0.13814 0.16272
N 0.27185 -1.25438 0.94488
F 1.81419 -0.01205 -0.31401
C 0.21536 1.18967 0.77980
O -0.40211 1.37808 1.80919
H -0.14584 -0.37998 -2.09093
H -0.73343 1.07336 -1.34228
H -1.46455 -0.53775 -0.93160
H 0.35051 -2.21052 0.45341
H -0.52970 -1.03543 1.50445
H 0.68647 2.01381 0.26761
```

Record 5
Molecular formula: C3H6FNO
Method: DFT, ωB97M-V/def2-TZVPD

The calculated total energy comes out at -347.76769 Ha. The value obtained for the HOMO-LUMO gap is 10.79 eV. As for the SMILES: CNC(=O)CF. Its LUMO energy is 0.0335 Ha.

XYZ file:
```
12
C3H6FNO (ωB97M-V/def2-TZVPD)
C 1.86421 -0.49911 0.02988
N 0.42654 -0.42429 -0.07658
C -0.33458 0.73816 -0.05123
O 0.01029 1.89857 -0.06122
C -1.85034 0.40829 0.05799
F -2.07517 -0.93533 -0.04197
H 2.21676 -1.32009 -0.60698
H 2.18401 -0.72943 1.10219
H 2.36727 0.43400 -0.28482
H -0.22155 -1.15021 -0.33773
H -2.20751 0.73699 1.01905
H -2.37993 0.84246 -0.74858
```

Record 6
Molecular formula: C3H6FNO
Method: DFT, ωB97M-V/def2-TZVPD

The calculated total energy comes out at -347.66895 Ha. The value obtained for the HOMO-LUMO gap is 10.68 eV. As for the SMILES: O/N=C\CCF. Its LUMO energy is 0.0347 Ha.

XYZ file:
```
12
C3H6FNO (ωB97M-V/def2-TZVPD)
O -1.73185 -0.89326 0.17511
N -1.39979 -0.09074 -0.87277
C -0.64989 0.88860 -0.62357
C 0.32033 0.73293 0.47004
C 1.15234 -0.51705 0.29939
F 1.70446 -0.62106 -0.95289
H -2.30425 -1.46642 -0.29284
H -0.43007 1.54946 -1.47412
H 0.85989 1.66913 0.46632
H -0.04669 0.71281 1.53900
H 2.12790 -0.62401 0.91035
H 0.39762 -1.34038 0.35599
```

Record 7
Molecular formula: C3H6FNO2
Method: DFT, ωB97M-V/def2-TZVPD

The calculated total energy comes out at -422.81151 Ha. The value obtained for the HOMO-LUMO gap (alpha / beta) is 10.07 / 7.96 eV. Its LUMO energy (alpha / beta) is 0.0241 / -0.0034 Ha.

XYZ file:
```
13
C3H6FNO2 (ωB97M-V/def2-TZVPD)
C -1.49459 -0.45662 -0.60432
C -0.52381 -0.06771 0.52175
C 0.46041 0.84362 -0.18385
N 0.59002 -2.03218 -0.18469
O 0.33898 -1.21471 0.90589
O -1.27322 0.35711 1.58379
F -2.75471 -0.15062 -0.35538
H -1.35325 -1.18749 -1.34470
H 0.91439 0.21941 -1.05420
H 1.36172 0.98218 0.53961
H 0.09699 1.76273 -0.50598
H 1.47231 -2.45678 0.04783
H -0.82537 0.43489 2.41292
```

Record 8
Molecular formula: C3H6FNO2
Method: DFT, ωB97M-V/def2-TZVPD

The calculated total energy comes out at -422.93473 Ha. The value obtained for the HOMO-LUMO gap is 7.79 eV. Its LUMO energy is 0.0154 Ha.

XYZ file:
```
13
C3H6FNO2 (ωB97M-V/def2-TZVPD)
C 2.32939 -0.14317 -0.34855
C -1.05558 1.23987 0.03214
C -0.09479 0.11625 -0.19419
N -0.45578 -1.12321 0.52769
O 2.08259 -1.30653 -0.40305
O 2.74127 0.91761 -0.26766
F -2.40027 0.99943 -0.38821
H -0.60935 1.98560 -0.59923
H -1.20699 1.61228 0.97225
H 0.10897 -0.17273 -1.25068
H -1.04256 -1.74899 -0.03105
H -0.88445 -0.83600 1.44795
H 0.48754 -1.54043 0.50258
```

Record 9
Molecular formula: C3H6FNO3
Method: DFT, ωB97M-V/def2-TZVPD

The calculated total energy comes out at -498.08925 Ha. The value obtained for the HOMO-LUMO gap (alpha / beta) is 8.46 / 8.46 eV. Its LUMO energy (alpha / beta) is -0.0145 / -0.0145 Ha.

XYZ file:
```
14
C3H6FNO3 (ωB97M-V/def2-TZVPD)
C 0.51508 1.10278 -0.88918
C 0.53766 -0.85476 0.87334
C 0.00835 0.43840 0.33742
N -2.06832 -0.29288 -0.21988
O -2.86026 0.56897 -0.42571
O -2.11073 -1.48417 -0.28969
O 1.93831 -0.97469 0.76408
F -0.42214 1.30594 1.27445
H 1.41804 1.67363 -0.64975
H -0.22674 1.80857 -1.26038
H 0.74823 0.37166 -1.65834
H 0.03057 -1.69585 0.36668
H 0.30573 -0.91440 1.94031
H 2.18622 -1.05322 -0.16335
```

Record 10
Molecular formula: C3H6FNS
Method: DFT, ωB97M-V/def2-TZVPD

The calculated total energy comes out at -670.60352 Ha. The value obtained for the HOMO-LUMO gap is 9.49 eV. As for the SMILES: FC1CN(S)C1. Its LUMO energy is 0.0331 Ha.

XYZ file:
```
12
C3H6FNS (ωB97M-V/def2-TZVPD)
F 2.03143 -1.03297 0.48934
C 1.24066 -0.06326 -0.05364
C 0.39063 0.65194 0.93664
N -0.92338 0.28197 -0.19925
S -2.24884 -0.53685 0.36141
C 0.08030 -0.56132 -0.94273
H 1.88170 0.66514 -0.60122
H 0.32065 0.30858 1.89054
H 0.59415 1.81220 0.74079
H -3.19030 0.35140 0.28910
H -0.00897 -0.19798 -2.07762
H -0.16801 -1.67886 -0.83337
```

Record 11
Molecular formula: C3H6FO3S
Method: DFT, ωB97M-V/def2-TZVPD

The calculated total energy comes out at -841.65181 Ha. The value obtained for the HOMO-LUMO gap (alpha / beta) is 7.01 / 7.93 eV. Its LUMO energy (alpha / beta) is 0.1360 / 0.1424 Ha. The total charge is -1.

XYZ file:
```
14
C3H6FO3S (ωB97M-V/def2-TZVPD)
C -1.27527 -0.32034 1.09955
C -0.32332 1.30381 -0.69259
C -0.78858 -0.03543 -0.25869
O 2.24060 -1.66156 -1.48358
O 1.80716 -1.75963 0.96511
O 2.77919 0.28300 -0.08513
F -1.66207 -0.59201 -1.20989
S 1.96422 -0.94349 -0.26875
H -1.99040 0.48054 1.40498
H -0.41829 -0.17148 1.85328
H -1.87689 -1.36365 1.24451
H 0.27197 1.03922 -1.64747
H 0.47217 1.77845 -0.14884
H -1.20048 1.96258 -0.77248
```

Record 12
Molecular formula: C3H6IN2
Method: DFT, ωB97M-V/def2-TZVPD

The calculated total energy comes out at -524.73342 Ha. The value obtained for the HOMO-LUMO gap (alpha / beta) is 7.39 / 7.39 eV. Its LUMO energy (alpha / beta) is -0.2048 / -0.2048 Ha. The total charge is +1.

XYZ file:
```
12
C3H6IN2 (ωB97M-V/def2-TZVPD)
C -0.76642 2.33781 -0.07286
C -0.25321 1.26775 0.03348
C 0.13709 -0.04842 0.17411
N -0.08011 -0.53958 1.42100
N -0.15905 -0.99107 -1.03530
I 2.81342 -0.05757 -0.25097
H -1.09940 3.30023 -0.01030
H -0.03540 -0.02885 2.20917
H 0.16608 -1.55260 1.52149
H -1.09449 -1.22994 -1.03350
H 0.15701 -0.51200 -1.95470
H 0.21445 -1.94576 -1.00163
```

Record 13
Molecular formula: C3H6IN3
Method: DFT, ωB97M-V/def2-TZVPD

The calculated total energy comes out at -579.01336 Ha. The value obtained for the HOMO-LUMO gap is 7.23 eV. Its LUMO energy is -0.4072 Ha. The total charge is +2.

XYZ file:
```
13
C3H6IN3 (ωB97M-V/def2-TZVPD)
C -0.48108 -1.21725 -0.07618
C 1.70149 -0.21007 -0.15575
C -0.78557 1.20073 0.39540
N -1.22813 -0.19767 0.18572
N 0.89024 -1.24425 -0.14280
N 0.16795 1.70002 -0.43768
I 3.66623 0.02601 0.04904
H -0.96461 -2.18717 -0.21046
H -1.66687 1.88017 0.31018
H -0.47023 1.31291 1.45109
H -2.23573 -0.36959 0.27609
H 1.28723 -2.19757 -0.21044
H 0.11910 1.50374 -1.43421
```

Record 14
Molecular formula: C3H6IN3
Method: DFT, ωB97M-V/def2-TZVPD

The calculated total energy comes out at -579.10024 Ha. The value obtained for the HOMO-LUMO gap (alpha / beta) is 7.77 / 7.77 eV. As for the SMILES: [H]/N=C/[NH+]=C\[NH+]=C\I. Its LUMO energy (alpha / beta) is -0.4063 / -0.4063 Ha. The total charge is +2.

XYZ file:
```
13
C3H6IN3 (ωB97M-V/def2-TZVPD)
H -2.25841 -0.18915 -1.59562
N -1.35414 -0.10364 -1.25855
C -0.31235 -0.32081 -1.81906
N 0.99097 -0.17863 -1.06689
C 1.19136 -0.12807 0.24421
N 0.36696 0.02674 1.32923
C -0.78736 0.61179 1.51531
I -1.44320 1.06165 3.43337
H 0.11032 -0.71298 -2.77407
H 1.88502 -0.33894 -1.59229
H 2.24698 -0.32807 0.69230
H 0.94793 -0.12710 2.24785
H -1.58409 0.72722 0.64421
```

Record 15
Molecular formula: C3H6LiO5Rb
Method: DFT, ωB97M-V/def2-TZVPD

The multiplicity is 2. The calculated total energy comes out at -525.69253 Ha. The value obtained for the HOMO-LUMO gap (alpha / beta) is 3.21 / 6.63 eV. Its LUMO energy (alpha / beta) is 0.0669 / 0.0772 Ha. Its expectation value of S² is 0.750. The total charge is -1.

XYZ file:
```
16
C3H6LiO5Rb (ωB97M-V/def2-TZVPD)
H 1.54407 -0.56871 2.21819
C 0.43896 -0.43946 2.15612
C 0.11335 -0.04397 0.71884
O 0.37511 -1.03331 -0.23563
Li -0.51087 2.15956 2.68815
O -0.03419 0.50697 3.03193
H -0.00207 -1.44819 2.32590
H 0.70464 0.87456 0.50702
H -0.96879 0.20961 0.69063
C -0.17632 -0.40182 -2.15569
O -0.51723 0.82473 -2.23930
O 0.83458 -0.81078 -3.00660
H 1.56644 -0.19521 -2.89470
Rb -1.50700 3.38613 -1.04741
O -1.11858 -1.33833 -2.03797
H -0.74209 -1.68177 -0.71949
```

Record 16
Molecular formula: C3H6LiO5Sr
Method: DFT, ωB97M-V/def2-TZVPD

The calculated total energy comes out at -532.41072 Ha. The value obtained for the HOMO-LUMO gap is 4.31 eV. Its LUMO energy is 0.0860 Ha. The total charge is -1.

XYZ file:
```
16
C3H6LiO5Sr (ωB97M-V/def2-TZVPD)
H -0.35203 2.75493 1.29630
C 0.01894 1.74719 1.57983
C 0.43463 1.01870 0.30837
O 1.65676 1.40531 -0.26996
Sr -2.06363 -0.90636 1.89890
O -0.94432 1.01416 2.25619
H 0.93623 1.90270 2.18633
H -0.37355 1.13672 -0.44244
H 0.52814 -0.05098 0.58458
C 1.28334 -0.81233 -2.36868
O 0.18075 -1.43353 -2.35039
O 1.50897 -0.00397 -3.45053
H 0.84414 0.69408 -3.44596
Li -0.95417 -2.16526 -1.14864
O 2.31582 -1.11914 -1.71019
H 2.24154 0.53858 -0.44851
```

Record 17
Molecular formula: C3H6N
Method: DFT, ωB97M-V/def2-TZVPD

The calculated total energy comes out at -172.33111 Ha. The value obtained for the HOMO-LUMO gap is 9.42 eV. As for the SMILES: C=C[NH+]=C. Its LUMO energy is -0.2176 Ha. The total charge is +1.

XYZ file:
```
10
C3H6N (ωB97M-V/def2-TZVPD)
C -0.31814 0.88452 -1.44897
C -0.24276 0.79430 -0.12032
N -0.12382 -0.55473 0.41626
C 0.44425 -1.02829 1.44742
H 0.18574 0.22056 -2.14948
H -0.74638 1.72303 -1.99252
H -0.43483 1.61843 0.55497
H -0.35434 -1.16474 -0.36675
H 0.59076 -2.09935 1.53161
H 0.99951 -0.39374 2.12778
```

Record 18
Molecular formula: C3H6N
Method: DFT, ωB97M-V/def2-TZVPD

The calculated total energy comes out at -172.32636 Ha. The value obtained for the HOMO-LUMO gap is 9.88 eV. As for the SMILES: C=C[NH+]=C. Its LUMO energy is -0.2124 Ha. The total charge is +1.

XYZ file:
```
10
C3H6N (ωB97M-V/def2-TZVPD)
C -0.74629 -0.84026 -1.29942
C -0.73124 -0.40849 -0.02532
N 0.49990 -0.02231 0.65957
C 0.94757 1.18485 0.66440
H 0.05110 -0.97298 -2.00471
H -1.79954 -1.06616 -1.74157
H -1.75313 -0.18399 0.55634
H 0.98994 -0.79731 0.99965
H 1.85871 1.55852 1.25827
H 0.33341 2.00156 0.27702
```

Record 19
Molecular formula: C3H6N
Method: DFT, ωB97M-V/def2-TZVPD

The calculated total energy comes out at -172.23465 Ha. The value obtained for the HOMO-LUMO gap is 9.86 eV. Its LUMO energy is -0.1774 Ha. The total charge is +1.

XYZ file:
```
10
C3H6N (ωB97M-V/def2-TZVPD)
C 2.28767 0.30481 0.06073
C 1.10800 -0.08754 0.06137
C -0.18306 -0.61814 -0.12015
N -1.20033 0.48696 -0.02310
H 3.24207 0.71443 -0.13807
H -0.70251 -1.56387 1.15058
H -0.33949 -1.21754 -1.00181
H -2.07429 -0.08567 -0.13811
H -0.96217 1.25808 -0.76855
H -1.17589 0.80848 0.91710
```